# 1
Entry from the OMol25 dataset: 43 unconnected molecules or ions with the total composition C16H107N4O45 in a non-equilibrium geometry (the ωB97M-V functional and the def2-TZVPD basis).

XYZ file:
```
172
Properties=species:S:1:pos:R:3:forces:R:3
C -2.99571 -5.04159 -0.96446 0.324 0.460 -0.216
C -3.84966 -4.06179 -1.75843 -1.597 -0.526 -0.248
O -5.04248 -4.23943 -1.83276 0.857 0.427 -0.114
O -3.32953 -2.97414 -2.44921 0.451 -0.890 1.499
C -2.09747 -2.46766 -1.93351 1.169 1.008 -0.664
C -0.85249 -2.94214 -2.73870 -1.124 1.072 0.809
C 0.32797 -1.97345 -2.57926 0.156 0.318 -1.075
N 1.39364 -2.46651 -3.53650 0.937 -1.571 0.471
C 2.40519 -2.90980 -2.60452 -0.381 3.049 -0.909
N 3.12163 -4.03396 -2.61829 0.385 -0.211 -0.057
N 2.43317 -1.94921 -1.66424 0.199 -2.512 1.725
C 0.98692 -1.93430 -1.20152 0.121 0.026 -0.125
C 0.59848 -0.82505 -0.23063 0.690 -0.250 -0.187
C 1.01069 -1.25670 1.18981 -0.755 0.285 -0.319
C 1.25327 -0.07183 2.10551 0.189 0.286 0.236
O 2.23173 0.63972 1.96527 0.076 -0.521 -0.086
N 0.30541 0.14221 3.14510 0.521 -0.253 -0.074
C -0.73759 1.06816 2.75728 0.014 -0.736 0.055
C -1.95182 0.55528 2.35670 0.046 -0.939 -0.066
C -2.97540 1.40145 2.01216 -0.403 -0.245 -0.018
C -2.76368 2.76406 2.07915 -1.143 0.449 -0.404
C -1.55276 3.28892 2.45025 0.276 0.286 0.147
C -0.53376 2.42152 2.79276 0.717 0.377 -0.001
H -2.11628 -5.30605 -1.55304 0.049 0.053 0.307
H -2.73788 -4.64406 0.02440 0.090 0.120 -0.222
H -3.58678 -5.94011 -0.79140 -0.090 0.167 -0.157
H -2.13544 -1.37800 -2.07226 -0.311 -0.139 0.038
H -1.95545 -2.62487 -0.85815 -0.324 -0.263 -0.105
H -1.16178 -2.91857 -3.78518 0.203 -0.383 0.047
H -0.61110 -3.94727 -2.38545 0.377 0.015 -0.539
H 0.19967 -0.92222 -2.89004 -0.959 -0.406 0.238
H 1.84681 -1.68927 -4.01698 -0.308 0.023 -0.203
H 2.84553 -4.75717 -1.96569 0.564 0.289 0.436
H 3.95981 -4.19313 -3.15932 -0.406 -0.136 -0.476
H 3.14243 -2.05574 -0.93545 0.013 -0.056 -0.033
H 0.93531 -2.92094 -0.71497 -0.660 0.295 0.165
H 1.15231 0.06194 -0.55192 -0.469 0.072 0.078
H -0.47700 -0.62753 -0.26066 0.145 0.069 -0.225
H 1.90332 -1.88265 1.10318 -0.068 0.352 0.391
H 0.20469 -1.87318 1.59771 0.248 -0.030 0.083
H 0.78897 0.45576 3.98407 -0.031 0.332 -0.117
H -2.06694 -0.52527 2.33500 -0.083 0.083 0.037
H -3.93421 0.99133 1.71149 0.028 0.123 0.009
H -3.59251 3.42016 1.82515 0.151 0.056 0.018
H -1.41211 4.36010 2.49848 0.098 -0.079 0.011
H 0.44003 2.78618 3.08933 -0.104 0.115 -0.017
O 0.40865 4.81988 4.21595 0.244 0.130 0.187
H 1.33486 5.08299 4.24667 -0.013 0.036 -0.040
H 0.00120 5.29570 4.95257 -0.112 -0.036 0.097
O 2.96628 -3.62393 1.80644 0.271 -0.091 0.189
H 3.36797 -2.99250 2.41697 -0.110 0.050 0.020
H 2.76675 -4.39562 2.36200 -0.356 -0.157 -0.119
O -0.15239 -0.78897 -5.85841 0.138 0.199 0.126
H -0.20580 0.07562 -5.43072 -0.139 -0.005 0.036
H 0.09801 -1.38641 -5.14928 -0.104 -0.167 -0.128
O -4.55409 -1.19380 0.07239 0.490 -0.083 0.547
H -4.41645 -1.81154 -0.64953 -0.178 -0.099 -0.252
H -5.38917 -1.46823 0.47844 -0.260 0.296 -0.337
O -2.15949 -5.59217 -3.84961 -0.039 -0.040 -0.160
H -2.44708 -5.05270 -4.59463 -0.007 0.007 0.009
H -2.49704 -6.47195 -4.05123 0.026 -0.013 0.022
O 1.60713 -6.38076 2.70638 0.229 0.576 -0.158
H 1.72057 -7.02038 1.99580 -0.028 -0.178 0.146
H 0.77256 -6.63892 3.11830 0.007 -0.163 -0.080
O 5.08048 -5.06928 3.50435 -0.104 -0.051 0.032
H 4.79641 -4.54231 2.75233 0.154 -0.112 -0.102
H 4.73285 -5.95105 3.31486 0.026 -0.075 0.002
O 2.87674 1.24837 -1.59688 -0.037 -0.078 -0.118
H 2.83544 2.21256 -1.52995 -0.135 0.048 0.132
H 2.76539 0.95235 -0.68720 0.192 0.196 0.080
O -0.80104 2.50405 5.98781 -0.034 -0.036 0.019
H -0.08899 2.32355 6.61796 0.071 -0.061 -0.082
H -0.39029 3.10132 5.35035 -0.042 0.069 -0.016
O -3.97169 -2.39475 3.08627 0.160 0.151 0.149
H -4.04415 -1.95684 2.23054 -0.076 -0.027 -0.170
H -3.77544 -1.67586 3.69851 0.012 0.018 -0.031
O 2.76423 4.00945 -2.60479 -0.296 0.166 0.537
H 3.04941 4.78429 -3.10880 0.142 -0.053 -0.139
H 3.10496 3.26855 -3.11332 0.156 0.270 -0.308
O -1.11664 -6.52348 1.83278 0.052 0.273 -0.220
H -1.86354 -6.50181 1.22262 -0.143 -0.328 0.175
H -0.58077 -5.76134 1.58875 0.050 -0.016 0.087
O -2.76748 5.91774 4.18218 -0.235 0.134 0.086
H -2.89299 5.12956 4.72595 0.179 -0.077 -0.078
H -3.66131 6.16592 3.91790 0.004 0.002 0.005
O -1.08104 5.61648 6.64691 -0.115 0.257 0.035
H -1.64186 6.33660 6.33077 0.079 0.031 -0.068
H -1.47999 5.35710 7.48396 0.015 -0.165 -0.043
O -3.02446 1.34627 -1.09204 0.360 0.183 -0.324
H -2.63047 1.97284 -0.47204 -0.058 0.011 0.006
H -3.21179 0.57132 -0.55298 -0.357 -0.163 0.088
O 5.74950 3.64970 -2.81291 0.073 -0.161 0.161
H 6.14707 4.33173 -2.25360 0.030 0.186 -0.185
H 5.55738 2.93004 -2.20244 0.017 -0.045 -0.049
O 4.34228 6.07342 -4.72909 0.000 -0.106 -0.041
H 4.62324 6.84598 -5.22851 -0.075 0.069 0.065
H 4.68313 5.32787 -5.23596 -0.019 -0.071 0.095
O 1.92901 1.44695 6.43694 0.201 -0.579 -0.487
H 2.63419 1.26938 7.06706 -0.061 0.056 0.088
H 2.33042 2.04534 5.79916 -0.027 0.126 0.090
O -3.32536 -8.54021 1.81889 0.005 0.193 0.163
H -2.76413 -8.33910 2.57562 0.093 -0.053 -0.058
H -4.22434 -8.37553 2.13776 -0.119 0.033 -0.255
O -5.21741 2.42219 -3.24633 -0.091 -0.129 -0.051
H -4.51130 2.17990 -2.64196 0.177 -0.152 0.258
H -4.80350 3.08283 -3.81371 -0.135 0.194 0.104
O -7.43866 -0.95177 -0.67108 0.279 -0.273 -0.033
H -7.15909 -0.13053 -1.09325 -0.167 0.175 0.225
H -7.10433 -1.64416 -1.25233 -0.178 -0.029 -0.073
O 2.27222 3.03851 -5.33346 0.006 -0.218 -0.105
H 2.14180 2.25057 -4.79596 -0.041 -0.058 -0.098
H 1.37472 3.31585 -5.56284 0.096 0.229 -0.093
O 5.69077 -8.11262 3.54555 -0.048 0.089 0.188
H 6.09964 -7.48756 4.15623 0.149 -0.011 -0.089
H 5.49242 -8.87969 4.09402 -0.072 -0.032 -0.070
O 0.99961 -8.69148 4.18640 -0.008 -0.020 0.153
H 1.40283 -8.07097 4.80251 0.089 -0.044 -0.023
H 0.79061 -9.46322 4.72289 -0.077 -0.015 -0.061
O -6.28510 -8.04048 1.68011 0.021 -0.113 -0.034
H -6.56851 -7.49667 0.93826 0.037 0.078 0.041
H -6.64405 -8.91271 1.48541 -0.004 -0.007 0.057
O 1.31408 3.57408 7.96904 -0.244 0.381 0.221
H 0.75928 4.30771 7.67577 0.075 0.038 -0.031
H 0.92850 3.31160 8.81185 0.079 -0.006 0.031
O 5.22779 -3.96876 -0.03011 -0.224 -0.001 -0.233
H 5.83595 -3.75172 0.68344 0.079 0.062 -0.094
H 4.34819 -3.81743 0.34128 0.150 -0.116 0.280
O -3.50953 4.88907 -2.86575 0.263 -0.220 0.094
H -3.07225 5.74484 -2.89529 -0.043 0.060 -0.026
H -3.71809 4.76524 -1.92951 -0.320 0.191 -0.133
O 3.82840 3.61282 -8.30889 0.065 0.075 0.014
H 3.27726 4.33980 -8.61335 0.010 -0.014 -0.051
H 3.43712 3.35587 -7.46681 -0.106 -0.121 0.149
O -5.30918 5.42965 -0.54252 -0.064 -0.219 0.226
H -5.83502 6.21594 -0.72226 0.185 0.150 -0.163
H -5.69964 5.06126 0.25494 0.022 0.003 0.030
O -2.58496 8.07860 1.71943 0.009 0.015 0.258
H -2.63069 8.98469 2.04206 -0.033 0.052 -0.109
H -2.38048 7.56289 2.51006 0.110 -0.128 -0.164
O -0.52500 1.42896 -3.25391 0.182 -0.248 0.091
H 0.02957 1.64144 -2.49265 0.048 0.153 -0.074
H -1.42342 1.58991 -2.93738 -0.117 -0.015 0.011
O 8.00785 5.48512 -2.08091 0.008 -0.138 -0.074
H 8.28810 6.25859 -2.58034 -0.076 0.071 0.063
H 8.35033 4.74146 -2.58950 0.011 -0.011 0.024
O 2.50796 6.43098 -0.22490 -0.049 -0.114 0.070
H 2.63952 5.75009 -0.89310 0.153 0.171 -0.138
H 1.67516 6.19850 0.20060 -0.008 0.069 0.003
O 0.19432 3.89347 -7.39522 -0.012 -0.163 0.015
H -0.09207 4.35910 -8.18717 0.007 0.103 0.056
H -0.14489 3.00000 -7.51589 0.008 -0.006 -0.046
O 1.36054 3.51363 0.12192 0.048 -0.187 0.065
H 2.06677 3.33910 0.75419 -0.078 0.028 0.112
H 1.76629 4.09983 -0.52618 -0.039 -0.182 -0.222
O -5.15337 -4.01715 5.60123 0.143 0.128 0.063
H -4.44517 -4.24198 6.21186 -0.051 -0.050 0.038
H -4.75883 -3.36720 5.00802 -0.127 -0.164 -0.185
O -7.52123 2.12980 -0.76273 0.296 -0.102 -0.252
H -7.30493 2.90209 -0.23404 -0.050 -0.002 0.014
H -6.97628 2.23656 -1.55735 -0.058 0.158 -0.057
O 6.61094 -8.73437 0.68492 -0.027 -0.017 0.013
H 7.02966 -7.87355 0.59657 0.025 -0.014 -0.016
H 6.41116 -8.80260 1.62707 -0.027 0.120 0.000
O 5.18948 -0.38220 0.60177 -0.117 -0.220 -0.006
H 5.77538 -0.13617 1.32505 0.046 0.022 -0.045
H 4.31122 -0.14865 0.91736 -0.144 0.245 0.201
O -3.86993 8.34096 -1.02269 0.237 -0.024 -0.053
H -3.20049 8.14676 -0.35142 -0.192 -0.059 0.130
H -3.43053 8.94378 -1.63065 -0.090 0.020 -0.024
O 6.44023 2.71393 -9.71106 -0.023 -0.027 0.012
H 6.99627 2.99427 -8.97922 0.020 0.009 -0.018
H 5.54195 2.89472 -9.40662 -0.071 0.045 0.070
```
Positions in Å, forces in eV/Å.

## Properties
**Relative energy (zero: lowest compared OMol25 entry of this formula, charge and spin)**: 1.0682 eV
**Net charge**: +1
**Largest force on an atom**: 3.2 eV Å⁻¹
**HOMO level**: -11.44 eV
**Lowest unoccupied orbital energy**: -4.52 eV
**E_tot**: -4278.39957 a.u.
**Orbital gap**: 0.254 Eh

=====

# 2
Entry from the OMol25 dataset: 2 unconnected molecules or ions with the total composition C16H10F3N3O2S in a non-equilibrium geometry (the ωB97M-V functional and the def2-TZVPD basis).

XYZ file:
```
35
Properties=species:S:1:pos:R:3:forces:R:3
C 0.77935 -1.21116 -0.32772 0.022 0.459 -1.346
C 0.42541 -2.51725 0.02295 -0.427 -1.598 0.466
N 0.08748 -3.59082 0.35017 0.548 1.387 -0.400
N 1.92832 -1.03821 -1.14207 0.387 -0.498 0.117
C 2.31790 0.24668 -1.46197 -0.815 -0.653 0.137
C 3.09864 0.48387 -2.56212 0.316 -0.122 -0.289
C 3.69287 -0.55483 -3.27312 -0.251 0.288 0.034
C 3.47358 -1.83222 -2.78938 0.050 -0.086 0.456
C 2.67166 -2.07331 -1.69387 -0.610 0.635 0.079
H -0.06518 -0.58833 -0.70207 0.955 -0.389 0.557
H 1.90860 1.03124 -0.83196 -0.141 -0.252 -0.200
H 3.20155 1.49895 -2.89232 0.298 0.362 0.100
H 4.31853 -0.35862 -4.14219 -0.261 -0.114 0.192
H 3.87282 -2.70191 -3.26908 0.435 -0.237 -0.130
H 2.55280 -3.08575 -1.30854 -0.473 0.443 -0.039
F -1.50637 0.08941 5.96539 0.534 -0.093 -0.591
C -1.35274 0.32936 4.65954 -0.221 0.314 -0.263
F -2.60721 0.34872 4.11938 1.137 0.190 0.698
F -0.85086 1.59020 4.50117 -0.401 -0.969 0.231
S -0.24317 -0.90662 3.73063 -1.432 0.952 0.732
N -0.84697 -0.27168 2.28534 1.368 -1.341 1.074
C -0.13380 0.69591 1.57096 0.613 1.365 -0.059
O 1.01852 1.07342 1.68635 -1.519 -0.700 0.344
C -1.15307 1.21594 0.63692 0.056 -0.209 -1.173
C -2.27571 0.39427 0.69751 -0.615 0.080 -1.028
C -3.28063 0.49859 -0.24673 -0.397 1.226 -0.205
C -3.20545 1.62782 -1.10472 0.746 -0.531 -1.300
C -1.99116 2.33094 -1.30454 -0.134 -0.680 0.808
C -0.93476 2.09695 -0.41438 -0.044 0.331 0.475
C -2.13516 -0.59662 1.78195 -0.732 -0.937 0.903
O -2.89787 -1.42451 2.25410 1.557 1.458 -1.385
H -4.08085 -0.24609 -0.32152 0.148 0.564 0.240
H -3.98082 1.88505 -1.83842 0.066 -0.542 0.495
H -1.84104 2.95159 -2.19245 -0.311 0.075 0.548
H 0.03480 2.60903 -0.44322 -0.453 -0.177 -0.279
```
Positions in Å, forces in eV/Å.

## Properties
**Relative energy (zero: lowest compared OMol25 entry of this formula, charge and spin)**: 1.9267 eV
**Net charge**: 0
**Largest force on an atom**: 2.5 eV Å⁻¹
**HOMO level**: -7.53 eV
**Lowest unoccupied orbital energy**: -0.78 eV
**E_tot**: -1628.16787 a.u.
**Orbital gap**: 0.248 Eh